1.
11
Properties=species:S:1:pos:R:3:forces:R:3 method="wB97M-V/def2-TZVPD" orbital_gap_ev=7.52 e_homo_ev=-8.71 e_above_lowest_ev=1.8840 lumo_ev=-1.2 max_force_ev_per_a=4.25 energy_ev=-22309.7707 spin_multiplicity=1
S 2.860 -0.690 -0.165 0.27 0.15 0.00
P 1.212 0.060 0.448 -0.34 -0.74 0.20
C -1.454 -0.719 0.127 0.78 -1.84 -3.76
C -0.044 -1.301 0.119 0.61 -1.01 0.71
H -1.617 -0.127 0.935 -0.64 1.42 2.63
H 1.916 4.570 1.002 -0.63 -2.01 -0.22
H 1.676 3.797 0.916 0.63 2.00 0.22
H -1.522 -0.104 -0.738 -0.45 0.92 -0.80
H 0.437 -1.811 -0.789 -1.47 0.57 1.02
H -2.201 -1.495 -0.041 -0.07 0.03 0.49
H -0.173 -2.068 0.932 1.31 0.52 -0.49

***

2.
12
Properties=species:S:1:pos:R:3:forces:R:3 method="wB97M-V/def2-TZVPD" orbital_gap_ev="7.64 / 7.60" e_homo_ev="-8.05 / -8.07" e_above_lowest_ev=2.5735 lumo_ev="-0.4 / -0.5" max_force_ev_per_a=5.12 energy_ev=-33144.5686 spin_multiplicity=1
S 1.335 -1.751 1.030 -0.68 -0.29 -1.00
S 2.428 0.680 -0.923 -0.65 -0.08 -0.95
P 1.619 0.293 0.984 -1.44 1.72 -0.22
C -1.585 -0.361 0.064 -3.35 -0.92 1.28
C -0.883 0.898 -0.007 4.47 -0.63 -2.42
H 0.611 -1.597 -0.132 0.44 -0.80 0.64
H 3.688 1.078 -0.772 0.33 -0.04 0.64
H -1.002 1.735 0.637 -0.37 0.38 0.35
H -1.359 -1.057 0.943 -0.22 0.95 -1.12
H -2.713 -0.082 0.153 1.45 -0.52 0.30
H -0.508 1.077 -1.103 -0.66 0.36 2.39
H -1.631 -0.912 -0.875 0.68 -0.13 0.11

***

3.
12
Properties=species:S:1:pos:R:3:forces:R:3 method="wB97M-V/def2-TZVPD" orbital_gap_ev="8.28 / 5.86" e_homo_ev="-9.05 / -7.58" e_above_lowest_ev=3.3106 lumo_ev="-0.8 / -1.7" max_force_ev_per_a=3.26 energy_ev=-33143.8315 spin_multiplicity=1
S 1.794 -2.402 0.083 0.73 -0.41 1.77
S -0.940 0.692 0.300 0.60 0.80 1.18
P 0.083 0.336 2.115 -1.15 2.79 0.16
C 1.425 -2.046 -1.559 -0.50 1.19 -0.67
C -1.608 2.419 0.751 0.10 -2.87 -1.20
H -1.146 3.100 0.074 0.34 0.75 0.07
H 0.412 -2.334 -1.737 -0.68 0.01 -0.53
H -2.603 2.164 0.428 -0.74 0.96 0.42
H 2.064 -2.643 -2.189 0.44 0.01 -0.43
H -1.464 2.503 1.811 -0.12 0.59 0.23
H 0.425 -0.834 1.662 0.93 -3.01 -0.83
H 1.559 -0.954 -1.740 0.06 -0.82 -0.18

***

4.
13
Properties=species:S:1:pos:R:3:forces:R:3 method="wB97M-V/def2-TZVPD" orbital_gap_ev="7.53 / 6.94" e_homo_ev="-6.94 / -8.78" e_above_lowest_ev=0.0000 lumo_ev="0.6 / -1.8" max_force_ev_per_a=2.21 energy_ev=-43979.8364 spin_multiplicity=3 s_squared=2.01
S -2.100 1.764 -0.285 -0.09 0.32 0.06
S -1.861 -2.159 0.418 -0.55 -0.25 0.76
S -0.366 -1.283 -2.155 0.34 0.22 -0.22
P -0.881 -0.486 -0.289 -0.12 -0.07 -0.87
C 0.598 -0.206 0.700 1.05 -0.26 0.55
C 1.483 1.033 0.248 -1.79 -0.86 0.97
H -0.026 -0.053 -2.579 0.06 -0.07 -0.23
H -2.935 -1.439 0.850 0.40 -0.26 -0.17
H 1.225 -1.105 0.970 -0.88 0.80 -0.38
H 1.566 1.589 1.239 0.57 -0.18 -1.84
H 0.838 1.555 -0.494 0.89 0.32 0.56
H 0.050 0.120 1.588 0.27 -0.18 0.48
H 2.409 0.669 -0.211 -0.16 0.47 0.32

***

5.
11
Properties=species:S:1:pos:R:3:forces:R:3 method="wB97M-V/def2-TZVPD" orbital_gap_ev=6.17 e_homo_ev=-2.73 e_above_lowest_ev=0.3602 lumo_ev=3.4 max_force_ev_per_a=1.14 energy_ev=-23858.8549 spin_multiplicity=1 charge=-1
S -0.435 0.771 -2.137 -0.18 0.17 -0.35
S 0.500 -0.583 1.606 0.30 0.10 0.00
C 1.223 0.722 0.550 -0.43 -0.20 1.04
C -0.876 -1.214 0.615 0.24 0.08 0.32
H 1.576 0.298 -0.380 0.13 0.24 -0.11
H -1.447 -1.783 1.351 -0.25 -0.01 -0.20
H -1.438 -0.385 0.193 -0.12 -0.08 -0.01
H 1.997 1.168 1.178 0.29 -0.20 -0.22
H -0.549 -1.863 -0.192 0.06 0.04 -0.04
H 0.474 1.491 0.396 -0.04 -0.08 -0.42
H -1.025 1.378 -3.181 0.00 -0.07 -0.03

***

6.
12
Properties=species:S:1:pos:R:3:forces:R:3 method="wB97M-V/def2-TZVPD" orbital_gap_ev="9.40 / 7.12" e_homo_ev="-8.80 / -8.89" e_above_lowest_ev=0.2429 lumo_ev="0.6 / -1.8" max_force_ev_per_a=1.65 energy_ev=-34692.2443 spin_multiplicity=2 s_squared=0.75
S -1.898 -2.104 1.873 -0.04 -0.25 -0.17
S -1.487 2.243 -0.372 0.36 -0.26 -0.07
S 0.132 1.155 -0.591 -0.05 -0.10 0.20
C 1.118 2.023 -1.847 -0.94 -0.41 -0.24
C -0.084 -2.257 1.564 -1.52 0.37 -0.53
H 0.135 -3.039 0.844 0.03 -0.31 0.36
H 2.189 1.877 -1.756 -0.01 -0.03 0.21
H -2.020 -0.936 1.232 -0.19 -0.01 0.03
H 0.072 -1.320 1.041 0.95 0.10 0.48
H 0.326 -2.376 2.553 0.77 0.11 -0.18
H 0.776 3.023 -1.721 0.38 1.01 0.03
H 0.742 1.712 -2.819 0.25 -0.22 -0.12